<one>
This record from the OMol25 dataset describes a cluster of 2 separate species, C4H12N2O2 in total. The level of theory is ωB97M-V/def2-TZVPD.

- SMILES: C[C@@H](C=O)NCN.O
- HOMO energy: -0.3176 Ha
- Charge: 0
- LUMO level: 0.78 eV

Atoms and positions in Å:
O (2.56580, 0.06946, 0.57873)
C (1.84898, 0.96560, 0.93516)
C (0.30970, 0.84597, 0.91245)
C (0.01312, -0.38647, 1.91895)
N (-0.17939, 0.61154, -0.42337)
C (-1.62564, 0.42621, -0.54164)
N (-1.97313, -0.95234, -0.91613)
H (2.29824, 1.80524, 1.48821)
H (-0.20227, 1.67447, 1.36261)
H (-0.92898, -0.86846, 1.72064)
H (0.92283, -0.99159, 2.00345)
H (-0.01430, 0.15390, 2.88731)
H (0.27301, -0.21289, -0.79810)
H (-2.20735, 1.07715, -1.21415)
H (-2.10076, 0.48846, 0.43496)
H (-2.09802, -1.26237, -1.86807)
H (-1.24374, -1.54445, -0.53365)
H (1.07407, -0.39578, -3.24612)
H (1.86450, -0.44379, -2.06002)
O (1.40333, -1.05984, -2.64121)


<two>
This record from the OMol25 dataset describes a structure of composition C4H12N2O2. The level of theory is ωB97M-V/def2-TZVPD.

- HOMO energy: -0.2910 Ha
- Charge: 0
- LUMO level: 0.89 eV

Atoms and positions in Å:
C (-2.86779, 0.48388, 0.12379)
C (-2.23691, 1.66871, -0.41056)
O (-1.48687, -0.45984, -0.49805)
O (-1.26344, -1.87915, -0.52450)
H (-0.51029, -1.97041, 0.09383)
H (-3.70714, 0.05901, -0.41803)
H (-2.84183, 0.31673, 1.19723)
H (-2.74624, 2.13333, -1.24835)
H (-1.26924, 0.99808, -0.82998)
H (-1.82087, 2.36071, 0.31450)
C (2.09013, -0.38924, 0.20979)
N (1.06777, -0.77955, 1.09592)
N (1.60492, -0.12703, -1.06962)
C (3.37043, -0.24816, 0.57572)
H (0.24702, -0.18950, 1.01740)
H (1.37617, -0.82999, 2.05626)
H (0.86187, -0.74580, -1.37014)
H (2.32109, -0.01207, -1.76888)
H (4.13620, -0.02498, -0.14976)
H (3.67502, -0.36473, 1.60342)


Energies relative to the minimum, hartree: <one> 0.0000; <two> 0.1335


<one>
This record from the OMol25 dataset describes a structure of composition C6H10O2S. The level of theory is ωB97M-V/def2-TZVPD.

- HOMO energy: -0.3627 Ha
- Charge: 0
- LUMO level: 0.09 eV

Atoms and positions in Å:
C (-1.44826, 2.20022, -0.45224)
C (-0.89448, 1.84363, 0.99330)
C (-0.43071, -0.19206, -0.61005)
C (-0.73401, 0.94822, -0.12380)
C (1.59072, -1.74076, -0.24645)
C (0.13247, -1.44318, 0.10532)
O (-3.17145, -0.89576, -1.15124)
O (-2.41881, -1.28898, 1.18992)
S (-2.77712, -0.36332, 0.12453)
H (-2.51628, 2.35206, -0.66962)
H (-0.81691, 2.88112, -1.04401)
H (-0.05684, 2.45191, 1.39485)
H (-1.66461, 1.47779, 1.68105)
H (-0.78582, -0.28100, -1.72936)
H (2.10712, -0.78466, -0.14644)
H (1.62003, -2.11905, -1.24527)
H (2.04564, -2.51386, 0.28701)
H (0.00956, -1.25205, 1.21546)
H (-0.65882, -2.34091, -0.19483)


<two>
This record from the OMol25 dataset describes the molecule C6H10O2S. The level of theory is ωB97M-V/def2-TZVPD.

- HOMO energy: -0.3321 Ha
- Charge: 0
- LUMO level: 0.04 eV

Atoms and positions in Å:
C (-1.72390, 0.22028, -0.39588)
C (-0.83964, 1.28472, -0.97794)
C (0.55533, 1.38197, -0.21209)
C (1.03915, 0.02677, 0.27674)
C (-0.02521, -0.82889, 1.02354)
C (-1.11415, -1.11405, -0.02345)
O (-3.97832, -0.63524, 0.56184)
O (-0.68487, -1.78377, -1.13389)
S (-3.30893, 0.53545, 0.03006)
H (-0.59670, 1.01512, -1.99381)
H (-1.24830, 2.22817, -1.00499)
H (1.24538, 1.91176, -0.89567)
H (0.52559, 2.04676, 0.68509)
H (1.24977, -0.49973, -0.63901)
H (1.99940, -0.02127, 0.81325)
H (0.46697, -1.54724, 1.49688)
H (-0.53329, -0.15455, 1.75979)
H (-1.92878, -1.72614, 0.26298)
H (-0.16451, -1.15339, -1.68702)


Energies relative to the minimum, hartree: <one> 0.0573; <two> 0.0000


<one>
This record from the OMol25 dataset describes the molecule C4H5Cl. The level of theory is ωB97M-V/def2-TZVPD.

- SMILES: CC#CCCl
- HOMO energy: -0.3434 Ha
- Charge: 0
- LUMO level: 0.31 eV

Atoms and positions in Å:
C (-1.21116, -1.06601, -1.27523)
C (-0.18385, -0.24980, -0.68041)
C (0.19029, 0.47675, 0.34662)
C (1.08252, 0.91108, 1.18903)
H (-1.89105, -0.47173, -1.87659)
H (-1.62933, -1.80179, -0.36518)
H (-0.65075, -1.81362, -2.02384)
H (2.34633, 0.71145, 1.18721)
H (0.77364, 0.58014, 2.18615)
Cl (1.17338, 2.72352, 1.31224)


<two>
This record from the OMol25 dataset describes a cluster of 3 separate species, C4H5Cl in total. The level of theory is ωB97M-V/def2-TZVPD.

- HOMO energy: -0.3628 Ha
- Charge: 0
- LUMO level: -0.13 eV

Atoms and positions in Å:
C (-0.42823, -1.33667, 0.10561)
C (2.23108, 0.80839, -0.16608)
C (-1.66901, -1.04737, 0.26456)
C (1.64502, 1.91211, -0.35844)
Cl (-2.38179, -1.71296, 1.66913)
H (0.15991, -1.90482, 0.78224)
H (-2.64205, -0.62870, -0.33159)
H (2.41508, 2.65834, -0.33614)
H (0.68428, 2.26441, -0.34277)
H (-0.01429, -1.01272, -1.28653)


Energies relative to the minimum, hartree: <one> 0.0000; <two> 0.1067